[1]
77
Properties=species:S:1:pos:R:3:forces:R:3 method="wB97M-V/def2-TZVPD" orbital_gap_ev="6.70 / 6.39" fmax_ev_per_a=0.46 total_charge=+3 e_homo_ev="-15.73 / -15.71" multiplicity=5 lumo_energy_ev="-9.0306 / -9.3186" relative_energy_kj_mol=74.30
Ru 0.5885 -0.2119 -0.4071 -0.4 0.2 -0.2
N 2.1436 -2.3304 -2.8509 0.0 0.0 -0.1
C 2.3328 -0.9907 -2.9987 -0.1 0.0 0.0
N 1.6940 -0.0946 -2.2700 0.2 -0.1 0.1
C 2.0530 1.2022 -2.6329 0.1 0.0 -0.1
C 2.9911 1.2714 -3.5990 0.0 0.0 0.1
S 3.4330 -0.3096 -4.1252 0.0 0.0 0.0
C 1.3284 2.2843 -1.9736 0.0 0.1 0.0
C 1.3217 3.5989 -2.2726 0.0 0.0 0.0
S 0.2032 4.4417 -1.2645 -0.1 0.0 0.0
C -0.2054 2.9611 -0.4867 0.0 0.0 0.0
N 0.4670 1.9206 -0.9387 0.0 0.0 0.1
N -1.0977 2.8901 0.5288 0.0 0.0 0.0
H 1.1986 -2.6086 -2.6258 0.0 0.0 0.0
H 2.5835 -2.9307 -3.5331 0.0 0.0 0.0
H 3.4314 2.1435 -4.0534 0.0 0.0 0.0
H 1.8597 4.1179 -3.0487 0.0 0.0 0.0
H -1.7066 3.6800 0.6846 0.0 0.0 0.0
H -1.5423 1.9961 0.6758 0.0 0.0 0.0
S -1.7000 -1.0349 -0.6498 0.0 0.0 0.1
C -2.0567 -0.7568 1.0281 0.1 0.0 0.0
C -3.3883 -0.3180 1.3301 0.0 -0.1 0.0
N -4.4598 0.0322 1.5528 0.0 0.0 0.0
C -1.1733 -0.9215 2.0562 0.0 0.0 -0.1
S 0.4696 -1.5007 1.7644 0.1 0.0 0.0
C -1.4754 -0.6294 3.4168 0.0 0.0 0.0
N -1.6634 -0.3519 4.5167 0.0 0.0 0.0
N 4.5757 3.6583 2.7012 0.0 0.0 0.0
C 5.1246 2.2824 2.4186 0.0 0.0 0.0
C 4.3116 1.6330 1.3029 0.0 0.0 0.0
N 2.8776 1.5892 1.5738 0.0 -0.1 0.1
C 2.3629 2.9223 1.8687 0.0 0.0 0.0
C 3.0988 3.6242 3.0053 0.0 0.0 0.0
H 4.7438 4.2639 1.8938 0.0 0.0 0.0
H 5.0820 4.0817 3.4822 0.0 0.0 0.0
H 5.0480 1.7247 3.3519 0.0 0.0 0.0
H 6.1755 2.3895 2.1553 0.0 0.0 0.0
H 4.6937 0.6257 1.1412 0.0 0.0 0.0
H 4.4647 2.1843 0.3695 0.0 0.0 0.0
H 2.6918 0.9634 2.3524 0.0 0.0 0.0
H 1.3050 2.8681 2.1261 0.0 0.0 0.0
H 2.4370 3.5237 0.9555 0.0 0.0 0.0
H 2.9918 3.0871 3.9477 0.0 0.0 0.0
H 2.7628 4.6504 3.1442 0.0 0.0 0.0
C 4.2731 -5.6714 2.3106 0.0 0.0 0.0
Si 3.1221 -4.8697 1.1005 0.0 0.0 0.0
C 3.6720 -3.1193 0.6343 0.0 0.0 0.0
C 2.8297 -5.8837 -0.4393 0.0 0.0 0.0
C 1.4165 -4.6993 1.9637 0.0 0.0 0.0
Te 0.0244 -3.7106 0.7155 0.0 -0.1 0.0
C -1.7366 -4.2614 1.6864 -0.1 0.0 0.0
Si -2.4909 -5.8139 0.7766 0.0 0.0 0.0
C -3.8905 -6.3884 1.8406 0.0 0.0 0.0
C -1.1047 -7.0576 0.6137 0.0 0.0 0.0
C -3.0043 -5.1703 -0.8961 0.0 0.0 0.0
H 5.2516 -5.8341 1.8536 0.0 0.0 0.0
H 3.8983 -6.6457 2.6295 0.0 0.0 0.0
H 4.4197 -5.0587 3.2018 0.0 0.0 0.0
H 3.8147 -3.0302 -0.4439 0.0 0.0 0.0
H 4.6218 -2.8866 1.1194 0.0 0.0 0.0
H 2.9647 -2.3398 0.9396 0.0 0.0 0.0
H 3.7682 -6.0377 -0.9760 0.0 0.0 0.0
H 2.1392 -5.4028 -1.1401 0.0 0.0 0.0
H 2.4335 -6.8727 -0.1999 0.0 0.0 0.0
H 1.4416 -4.1491 2.9059 0.0 0.0 0.0
H 0.9590 -5.6751 2.1478 0.0 0.0 0.0
H -2.4435 -3.4331 1.6012 0.0 0.0 0.0
H -1.4800 -4.4319 2.7326 0.0 0.0 0.0
H -3.5562 -6.6655 2.8416 0.0 0.0 0.0
H -4.3536 -7.2707 1.3927 0.0 0.0 0.0
H -4.6634 -5.6240 1.9358 0.0 0.0 0.0
H -0.7416 -7.4049 1.5836 0.0 0.0 0.0
H -0.2502 -6.6885 0.0332 0.0 0.0 0.0
H -1.4711 -7.9360 0.0773 0.0 0.0 0.0
H -3.8520 -4.4865 -0.8181 0.0 0.0 0.0
H -3.3107 -5.9956 -1.5419 0.0 0.0 0.0
H -2.1969 -4.6449 -1.4163 0.0 0.0 0.0


[2]
69
Properties=species:S:1:pos:R:3:forces:R:3 method="wB97M-V/def2-TZVPD" orbital_gap_ev=9.04 fmax_ev_per_a=3.28 smiles="C=C[C@H](CCCNCc1ccccc1O)OC=O.COCCOC.COCCOC" e_homo_ev=-8.45 lumo_energy_ev=0.5965 relative_energy_kj_mol=136.80
C 5.2736 -4.1572 0.2311 -0.6 0.5 -0.6
C 4.4175 -3.1370 -0.0498 0.8 -1.8 0.1
C 3.8544 -3.0633 -1.4967 0.8 1.9 -0.6
C 3.1758 -1.6940 -1.8975 0.2 0.0 0.5
C 2.4323 -0.9419 -0.7379 -1.2 0.2 -1.0
C 1.0091 -1.5620 -0.3920 0.8 1.0 1.2
N -0.0059 -1.2711 -1.4283 0.2 -0.6 0.7
C -1.3628 -1.0462 -0.8662 -1.4 -1.2 -1.4
C -2.1124 -2.4409 -0.8585 -0.5 -0.4 0.9
C -1.7721 -3.3981 0.2072 -2.1 -1.0 -2.3
C -2.4331 -4.7029 0.1874 0.1 0.9 -0.8
C -3.3942 -5.0578 -0.8406 0.6 2.0 -0.2
C -3.7507 -4.0880 -1.8634 1.5 0.4 1.3
C -3.1140 -2.7781 -1.8776 0.6 -1.6 1.6
O -3.4794 -1.8570 -2.8818 -0.3 -0.6 1.3
O 2.9475 -4.1633 -1.8244 1.0 -0.8 -0.4
C 3.1773 -4.6723 -3.0817 -0.6 -0.4 -0.4
O 3.3764 -4.0365 -4.0814 0.3 0.1 0.8
H 5.6049 -4.4223 1.2578 -0.1 0.5 -0.9
H 5.6457 -4.8004 -0.6095 -0.5 0.4 1.0
H 4.2055 -2.4245 0.7741 -0.4 -0.5 -0.9
H 4.7402 -3.1866 -2.1854 -0.9 0.1 0.7
H 3.9609 -1.0049 -2.2999 -0.5 -0.6 0.3
H 2.4846 -1.9226 -2.7566 0.6 0.4 0.9
H 2.1991 0.0921 -1.1302 0.3 -1.0 0.4
H 3.0319 -0.7857 0.1909 -0.4 -0.4 -0.8
H 0.6794 -1.0079 0.5382 0.3 -0.7 -0.8
H 1.1047 -2.6438 -0.1069 -0.1 0.7 -0.4
H -0.1027 -2.1224 -1.9950 0.2 0.6 0.0
H -1.9350 -0.4151 -1.6036 0.6 -0.4 0.9
H -1.3809 -0.5551 0.1353 0.3 -0.4 -0.8
H -1.0204 -3.1381 0.9829 -0.7 -0.2 -0.7
H -2.1737 -5.4642 0.9642 -0.3 0.8 -0.8
H -3.8709 -6.0607 -0.8696 0.5 0.9 0.2
H -4.4851 -4.3349 -2.6596 0.6 0.2 0.7
H -4.4476 -1.7819 -2.7812 0.6 0.1 -0.4
H 3.1244 -5.7947 -3.1739 -0.2 0.8 0.8
C 3.1462 4.9915 0.6914 -0.1 0.2 -0.1
O 1.7680 4.9076 1.0231 0.2 -0.3 0.0
C 1.1573 3.7142 0.5442 -0.2 0.2 0.3
C 1.1224 2.6185 1.6036 0.2 -0.2 -0.4
O 2.4287 2.2078 1.9925 -0.1 0.3 0.0
C 2.8958 2.8806 3.1521 0.0 -0.2 0.1
H 3.6156 5.6959 1.3791 -0.1 0.0 0.0
H 3.6565 4.0308 0.7777 -0.1 0.0 0.0
H 3.2582 5.3668 -0.3310 0.1 0.0 0.0
H 1.6607 3.3663 -0.3639 0.0 -0.1 0.1
H 0.1271 3.9683 0.2798 0.0 0.0 0.0
H 0.6266 1.7437 1.1724 0.0 0.0 0.0
H 0.5423 2.9335 2.4763 0.0 0.1 0.0
H 2.4990 2.3879 4.0462 0.0 0.1 0.1
H 2.6074 3.9324 3.1731 0.0 0.0 -0.1
H 3.9837 2.8138 3.1681 0.0 -0.1 0.0
C -3.9726 4.8899 1.2186 -0.2 0.1 0.0
O -4.9394 3.9258 0.8259 0.3 -0.1 0.0
C -4.4993 3.1125 -0.2550 -0.3 -0.1 0.3
C -3.8909 1.7980 0.2218 0.4 0.3 -0.2
O -2.7160 2.0062 1.0031 -0.3 0.1 0.0
C -2.9847 2.0297 2.3986 0.2 -0.3 0.0
H -4.2014 5.1995 2.2389 -0.1 0.0 -0.1
H -2.9553 4.4956 1.1961 0.0 -0.1 0.0
H -4.0335 5.7632 0.5614 0.1 0.0 0.0
H -3.7950 3.6651 -0.8857 0.1 -0.1 0.0
H -5.3813 2.8831 -0.8596 0.0 0.0 0.0
H -3.5922 1.2208 -0.6583 0.0 0.0 0.0
H -4.6224 1.2038 0.7770 0.0 0.1 0.1
H -3.0298 1.0030 2.7771 0.0 0.0 0.1
H -3.9203 2.5347 2.6416 0.0 0.0 -0.1
H -2.1654 2.5511 2.8941 0.0 0.0 -0.1


[3]
89
Properties=species:S:1:pos:R:3:forces:R:3 method="wB97M-V/def2-TZVPD" orbital_gap_ev=9.46 fmax_ev_per_a=2.08 e_homo_ev=-10.13 lumo_energy_ev=-0.6637
C -8.1523 -5.1491 1.0852 0.4 0.3 -0.1
C -6.9580 -5.2488 1.0327 0.4 0.2 -0.4
C -5.4809 -5.1635 0.8095 -1.3 0.4 0.1
C -5.1386 -4.0518 -0.1672 -0.1 0.1 0.4
C -4.0078 -3.3400 -0.2705 0.0 -0.2 0.3
I -2.2605 -3.5653 0.9122 -1.2 0.5 -0.9
C -4.2469 -2.3384 -1.3989 0.6 -1.8 0.6
O -3.8539 -1.2424 -1.5467 0.2 0.3 -0.4
O -5.1612 -3.0176 -2.2234 -0.8 1.7 0.2
C -6.0700 -3.5144 -1.2684 1.6 -1.3 0.4
O -7.2342 -3.4816 -1.3846 -0.6 0.0 -0.3
H -9.1809 -4.8738 1.0232 0.0 -0.3 0.2
H -5.1052 -6.1116 0.4141 0.1 0.1 0.1
H -5.0396 -4.9653 1.7896 0.4 -0.1 -0.2
C -4.3370 -0.0649 -5.4630 0.0 -0.1 0.0
Cl -4.9007 1.4778 -4.8075 0.0 -0.1 0.0
Cl -5.0457 -1.3898 -4.5329 0.0 0.2 -0.2
Cl -4.8165 -0.1916 -7.1640 0.0 0.0 0.1
Cl -2.5765 -0.1497 -5.3418 -0.1 -0.1 -0.1
C 1.4389 -2.6316 3.7637 0.2 0.1 0.0
Cl 3.0467 -3.1741 3.2807 -0.1 0.3 -0.2
Cl 0.2119 -3.6351 2.9663 0.3 -0.1 0.3
Cl 1.2714 -2.7801 5.5177 0.0 -0.1 -0.2
Cl 1.2187 -0.9418 3.2977 -0.1 -0.1 0.0
C -1.0149 2.1988 -2.2946 -0.1 -0.1 0.0
Cl -0.9513 2.5491 -4.0281 0.0 0.0 0.1
Cl 0.6134 1.8106 -1.7166 -0.2 0.1 0.0
Cl -1.6208 3.6243 -1.4367 0.0 0.0 0.0
Cl -2.0888 0.8261 -1.9949 0.2 0.3 0.0
C -6.3976 3.6032 -8.1394 0.0 -0.1 0.0
Cl -7.2670 4.7939 -9.1169 0.0 0.0 0.1
Cl -7.5537 2.5207 -7.3559 0.1 0.1 0.0
Cl -5.3225 2.6587 -9.1786 0.0 0.1 0.0
Cl -5.4310 4.4415 -6.9118 0.1 0.0 -0.1
C 4.3191 -6.9423 4.4807 0.0 0.0 0.0
Cl 5.5606 -6.0754 3.5654 -0.1 0.0 0.0
Cl 3.1965 -5.7773 5.1913 0.0 -0.3 0.2
Cl 3.4376 -8.0266 3.3962 0.0 0.0 0.0
Cl 5.0855 -7.8865 5.7659 0.0 0.0 -0.1
C 8.9472 -6.0692 0.7359 0.0 0.0 0.0
Cl 8.3177 -4.5371 1.3616 0.0 0.0 0.0
Cl 8.2546 -7.4069 1.6609 0.1 0.0 -0.1
Cl 8.5032 -6.2364 -0.9676 0.0 0.0 0.1
Cl 10.7084 -6.0906 0.8924 -0.1 0.0 0.0
C -3.2660 -4.1210 -8.2972 0.0 0.0 0.0
Cl -2.2777 -5.5894 -8.2907 0.0 0.1 0.0
Cl -4.8234 -4.4617 -9.0639 0.1 0.0 0.0
Cl -3.5337 -3.5784 -6.6375 0.0 -0.1 -0.1
Cl -2.4296 -2.8511 -9.2017 0.0 0.0 0.0
C 4.0449 2.2275 0.5755 0.0 0.1 0.0
Cl 3.7329 1.6935 -1.0805 0.2 -0.1 0.0
Cl 5.6199 1.6231 1.1041 -0.1 0.0 0.0
Cl 4.0409 3.9951 0.6156 0.0 -0.1 0.0
Cl 2.7716 1.5756 1.6336 0.1 -0.1 -0.4
C 4.2296 4.6469 4.8511 0.0 -0.1 0.1
Cl 5.9743 4.8045 4.5926 -0.2 0.1 -0.1
Cl 3.4243 6.1381 4.3421 0.0 -0.1 0.0
Cl 3.6167 3.2897 3.8974 0.1 0.3 0.4
Cl 3.9063 4.3556 6.5672 -0.1 0.0 -0.2
C -0.2641 6.8919 -4.5473 0.0 0.0 0.0
Cl -1.8069 6.0900 -4.8790 0.1 0.0 0.0
Cl 1.0316 5.6882 -4.4881 -0.1 0.1 0.0
Cl 0.0781 8.0588 -5.8312 0.0 -0.1 0.1
Cl -0.3596 7.7308 -2.9922 0.0 -0.1 -0.1
C 1.5106 7.7263 -9.6480 0.0 -0.1 0.0
Cl 1.5789 8.0633 -11.3827 0.0 0.0 0.1
Cl 3.1295 7.3282 -9.0582 -0.1 0.0 0.0
Cl 0.9088 9.1543 -8.7940 0.0 0.1 -0.2
Cl 0.4230 6.3637 -9.3519 0.0 0.1 0.0
C 1.9749 -3.8676 9.6714 0.0 0.0 0.1
Cl 1.0552 -2.7436 8.6603 0.0 0.0 0.2
Cl 0.8680 -4.9993 10.4586 0.1 0.1 -0.1
Cl 3.1114 -4.7674 8.6542 0.0 0.0 0.0
Cl 2.8643 -2.9544 10.8944 -0.5 -0.1 0.0
C 7.0596 -2.2118 10.8113 0.0 0.0 -0.1
Cl 8.6864 -2.7048 10.3194 -0.1 0.0 0.0
Cl 5.8604 -3.2602 10.0444 0.5 0.0 -0.1
Cl 6.9111 -2.3401 12.5702 0.0 0.0 -0.1
Cl 6.7768 -0.5364 10.3170 0.0 -0.1 0.0
C 7.1898 4.3404 8.7801 0.0 0.0 0.0
Cl 6.3135 5.8446 8.4582 0.2 0.0 0.1
Cl 6.3551 3.4320 10.0496 0.0 0.0 0.0
Cl 7.2556 3.3642 7.3075 0.1 0.0 0.2
Cl 8.8338 4.7211 9.3107 -0.1 0.0 0.0
C -9.8580 5.4807 -5.0353 0.0 0.0 0.0
Cl -8.1502 5.5349 -5.4928 -0.2 0.0 0.1
Cl -10.6591 6.9656 -5.5684 0.0 -0.1 0.0
Cl -10.6334 4.0878 -5.8015 0.0 0.1 0.0
Cl -9.9936 5.3365 -3.2772 0.0 0.0 -0.1


[4]
72
Properties=species:S:1:pos:R:3:forces:R:3 method="wB97M-V/def2-TZVPD" orbital_gap_ev="7.71 / 4.97" fmax_ev_per_a=1.16 e_homo_ev="-7.25 / -7.28" multiplicity=2 lumo_energy_ev="0.4588 / -2.3074" relative_energy_kj_mol=67.73
Hg 0.9477 0.3612 -0.5228 0.5 -0.4 0.4
C -3.6262 2.5004 1.4224 0.2 -0.4 -0.1
Sb -2.3289 0.7509 1.3875 -0.8 0.1 0.3
C -2.3645 0.6233 3.5589 0.1 0.0 -0.5
C -3.9921 -0.7219 1.2192 0.6 0.3 0.4
C -4.6437 -0.7073 -0.0989 -0.2 -0.1 -0.6
C -5.5627 0.2994 -0.3948 0.1 0.0 0.0
C -6.1269 0.4238 -1.6479 -0.1 0.0 -0.1
C -5.8081 -0.4945 -2.6364 -0.1 0.1 -0.1
C -4.9535 -1.5356 -2.3435 0.0 0.1 0.0
C -4.3613 -1.6641 -1.0888 -0.4 0.3 0.0
C -3.4790 -2.8156 -0.8455 0.7 -0.2 0.1
Sb -1.3451 -2.2913 -1.0596 -0.3 -0.5 -0.5
C -1.6153 -1.4411 -3.0329 0.1 -0.1 0.4
C -0.8655 -4.2990 -1.7551 0.0 0.3 0.2
H -4.5198 2.3041 2.0057 -0.1 -0.1 0.1
H -3.9035 2.7793 0.4134 -0.1 0.1 -0.2
H -3.0807 3.3224 1.8728 0.1 0.1 0.1
H -3.3895 0.6343 3.9171 -0.1 0.0 0.0
H -1.8336 1.4727 3.9728 0.1 0.1 0.1
H -1.8728 -0.2852 3.8847 0.1 -0.2 0.1
H -4.6911 -0.4524 2.0070 0.0 0.0 0.2
H -3.5337 -1.6777 1.4568 -0.1 -0.1 0.1
H -5.8337 1.0003 0.3807 0.0 0.1 0.1
H -6.8122 1.2329 -1.8571 -0.1 0.0 0.0
H -6.2355 -0.4095 -3.6238 -0.1 0.0 -0.1
H -4.7334 -2.2742 -3.1026 0.0 -0.1 0.0
H -3.6702 -3.6048 -1.5714 0.1 0.0 0.0
H -3.5903 -3.2217 0.1582 0.0 -0.1 0.0
H -2.1347 -2.1362 -3.6842 -0.1 -0.1 -0.1
H -0.6536 -1.1889 -3.4664 0.2 0.0 0.0
H -2.2053 -0.5365 -2.9324 -0.1 0.2 0.0
H -1.5841 -4.6208 -2.5041 -0.1 0.1 -0.1
H -0.8985 -4.9836 -0.9108 0.0 0.0 0.1
H 0.1315 -4.3206 -2.1825 0.1 0.0 0.0
C 2.9473 1.9397 -3.1987 -0.1 -0.1 0.2
As 3.2703 3.0313 -1.6112 0.5 0.4 -0.3
C 4.3133 4.5116 -2.3310 0.0 0.0 0.0
C 4.5443 2.1268 -0.4526 -0.1 0.0 0.0
S 1.5874 3.8048 -0.6610 -0.2 -0.4 0.2
H 3.7174 2.1395 -3.9440 0.1 0.0 0.1
H 1.9708 2.1957 -3.6195 0.1 0.0 0.2
H 2.9575 0.8835 -2.9271 0.0 0.1 0.0
H 5.2509 4.1374 -2.7424 0.0 0.0 0.0
H 4.5208 5.2269 -1.5303 -0.1 -0.2 -0.1
H 3.7508 5.0250 -3.1164 0.0 -0.2 0.2
H 5.3801 1.7473 -1.0361 0.0 -0.1 -0.1
H 4.0742 1.3044 0.0880 -0.1 0.0 -0.1
H 4.9214 2.8501 0.2724 -0.1 0.1 -0.1
C 2.8878 1.5343 5.1324 0.1 0.1 0.0
C 2.0703 0.6859 4.2286 0.0 -0.2 0.1
C 1.7979 -0.6650 4.2668 0.1 0.3 0.0
C 0.9881 -0.9196 3.1492 0.1 0.4 0.1
N 0.7669 0.2042 2.4798 -0.2 -0.3 -0.5
N 1.4298 1.1635 3.1406 0.2 -0.1 0.3
C 0.4502 -2.2319 2.7082 0.0 0.1 -0.2
H 3.0559 1.0106 6.0687 0.0 0.0 0.1
H 2.3920 2.4796 5.3447 0.0 0.1 0.1
H 3.8602 1.7513 4.6910 0.1 0.0 0.0
H 2.1391 -1.3723 4.9966 0.1 -0.1 0.2
H 1.4204 2.1102 2.7928 0.0 -0.1 0.0
H 0.2774 -2.8848 3.5606 -0.1 0.0 0.0
H 1.1745 -2.7104 2.0501 0.0 -0.2 -0.1
H -0.4764 -2.0876 2.1549 -0.1 -0.1 -0.1
C 4.8091 -1.3226 -3.1413 0.4 -0.2 -0.4
O 3.9445 -1.1499 -2.0348 -0.4 -0.1 0.4
C 4.4556 -1.3822 -0.8180 0.7 0.0 -0.4
S 6.0634 -1.6709 -0.5511 -0.1 0.0 0.1
S 3.3793 -1.3753 0.4742 -1.0 0.5 0.2
H 4.1732 -1.4069 -4.0188 -0.1 0.1 0.0
H 5.4085 -2.2278 -3.0209 -0.1 0.1 -0.1
H 5.4959 -0.4793 -3.2397 -0.1 0.0 0.0